The following is a DFT calculation (ωB97M-V/def2-TZVPD) of C16H10AuBF5I2NO as an isolated structure.

Orbital gap (alpha / beta): 6.388 / 5.651 eV
Expectation value of S²: 2.05
Energy relative to the best compared isomer or geometry (same formula, charge and spin): 0.0 kcal/mol
Lowest unoccupied orbital energy (alpha / beta): -1.5 / -3.6 eV
Spin multiplicity: 3

Last column: Löwdin charge in e.
Geometry (Å):
1 Au -0.661 -0.254 -0.043  1.0530
2 I 0.780 5.038 -0.146  1.0592
3 C 2.006 3.401 -0.053  -0.6389
4 C 3.384 3.536 0.001  -0.2252
5 C 4.217 2.433 0.067  -0.6402
6 I 6.254 2.770 0.132  1.0268
7 C 3.688 1.094 0.091  -0.1982
8 C 4.467 -0.072 0.167  -0.0244
9 C 3.848 -1.296 0.196  -0.0026
10 C 2.453 -1.356 0.150  -0.0635
11 N 1.706 -0.269 0.069  0.0598
12 C 2.298 0.931 0.038  -0.1365
13 C 1.390 2.094 -0.052  -0.3974
14 O 0.169 1.940 -0.125  -0.0519
15 H 3.816 4.527 -0.008  0.0822
16 H 5.545 0.001 0.205  0.0668
17 H 4.419 -2.211 0.256  0.1200
18 H 1.929 -2.301 0.180  0.0799
19 F -2.655 0.838 0.187  -0.0499
20 B -3.953 0.157 -0.044  -1.2399
21 F -3.866 -0.430 -1.307  0.1035
22 F -4.935 1.113 0.027  0.1493
23 F -4.068 -0.813 0.950  0.1096
24 F 2.667 -5.923 -0.059  0.0545
25 C 1.649 -5.036 -0.062  -0.2953
26 C 1.176 -4.566 -1.273  -0.0100
27 C 0.138 -3.647 -1.266  -0.0430
28 C -0.423 -3.190 -0.067  -0.3334
29 C -1.481 -2.173 -0.069  -0.1688
30 C 0.077 -3.709 1.134  -0.0489
31 C 1.112 -4.631 1.146  -0.0155
32 H 1.612 -4.926 -2.195  0.1206
33 H -0.246 -3.268 -2.204  0.1213
34 H -2.122 -2.158 0.811  0.0656
35 H -2.086 -2.134 -0.972  0.0681
36 H -0.358 -3.381 2.070  0.1224
37 H 1.500 -5.041 2.069  0.1210



The following is a DFT calculation (ωB97M-V/def2-TZVPD) of C44H28IN4Pd as an isolated structure.

Orbital gap (alpha / beta): 4.537 / 3.969 eV
Expectation value of S²: 2.12
Lowest unoccupied orbital energy (alpha / beta): 1.8 / 0.2 eV
Spin multiplicity: 3
Net charge: -1

Last column: Löwdin charge in e.
Geometry (Å):
1 Pd 0.258 -0.082 -0.108  0.9639
2 C -2.497 4.707 4.985  -0.1081
3 C -1.288 4.154 5.436  -0.0942
4 C -0.558 3.353 4.581  -0.0556
5 C -1.018 3.085 3.272  -0.1641
6 C -2.193 3.748 2.842  -0.0539
7 C -2.958 4.532 3.673  -0.0899
8 C -0.322 2.188 2.313  -0.0766
9 C 0.161 0.908 2.755  -0.2012
10 C 0.394 0.461 4.105  -0.0241
11 C 0.926 -0.799 4.007  -0.0262
12 C 0.856 -1.227 2.655  -0.2453
13 N 0.403 -0.147 1.888  -0.0280
14 C 1.049 -2.554 2.188  -0.0568
15 C 0.649 -2.935 0.884  -0.2252
16 C 0.602 -4.272 0.347  -0.0143
17 C 0.009 -4.166 -0.896  -0.0627
18 C -0.273 -2.784 -1.175  -0.2126
19 C -0.911 -2.280 -2.384  -0.0684
20 C -1.991 -3.030 -3.046  -0.1487
21 C -2.559 -4.171 -2.458  -0.0425
22 C -3.836 -4.588 -2.820  -0.0974
23 C -4.517 -3.921 -3.811  -0.1348
24 C -3.926 -2.923 -4.567  -0.0937
25 C -2.673 -2.457 -4.167  -0.0262
26 C -0.432 -1.046 -2.918  -0.1967
27 N -0.025 0.022 -2.090  -0.0247
28 C 0.389 1.067 -2.916  -0.2372
29 C 0.728 2.373 -2.481  -0.0736
30 C 1.278 3.348 -3.444  -0.1648
31 C 0.673 3.648 -4.668  -0.0485
32 C 1.216 4.620 -5.506  -0.0858
33 C 2.411 5.234 -5.135  -0.1112
34 C 3.049 4.942 -3.936  -0.0958
35 C 2.499 4.005 -3.098  -0.0298
36 C 0.545 2.780 -1.126  -0.2388
37 C 0.480 4.144 -0.625  -0.0121
38 C -0.051 4.073 0.633  -0.0246
39 C -0.119 2.670 1.010  -0.2431
40 N 0.238 1.920 -0.080  -0.0331
41 C 0.326 0.630 -4.291  -0.0327
42 C -0.207 -0.626 -4.297  -0.0534
43 N 0.126 -2.044 -0.082  -0.0373
44 C 1.595 -3.612 3.120  -0.1849
45 C 2.955 -3.540 3.460  -0.0321
46 C 3.499 -4.447 4.342  -0.0858
47 C 2.684 -5.476 4.828  -0.1044
48 C 1.345 -5.567 4.497  -0.0923
49 C 0.792 -4.646 3.614  -0.0326
50 H -3.128 5.263 5.668  0.0864
51 H -0.987 4.286 6.471  0.0963
52 H 0.419 2.956 4.914  0.1119
53 H -2.549 3.533 1.835  0.1202
54 H -3.848 5.052 3.340  0.0981
55 H 0.113 1.029 5.004  0.0901
56 H 1.374 -1.378 4.792  0.1032
57 H 1.062 -5.142 0.817  0.1079
58 H -0.125 -4.950 -1.616  0.0957
59 H -2.095 -4.704 -1.617  0.0916
60 H -4.307 -5.382 -2.281  0.0909
61 H -5.517 -4.202 -4.060  0.0832
62 H -4.441 -2.600 -5.457  0.0936
63 H -2.296 -1.534 -4.616  0.0858
64 H -0.215 3.127 -4.980  0.1047
65 H 0.752 4.851 -6.472  0.1021
66 H 2.852 5.912 -5.860  0.0924
67 H 3.987 5.433 -3.663  0.1051
68 H 2.987 3.782 -2.146  0.1213
69 H 0.817 5.031 -1.159  0.1061
70 H -0.309 4.890 1.310  0.1077
71 H 0.679 1.183 -5.159  0.0989
72 H -0.339 -1.261 -5.153  0.0963
73 H 3.595 -2.777 2.999  0.1295
74 H 4.566 -4.391 4.558  0.1023
75 H 3.125 -6.233 5.459  0.0910
76 H 0.726 -6.358 4.884  0.0950
77 H -0.221 -4.782 3.252  0.1191
78 I 3.543 0.090 -0.375  -0.1648



What total energy values result from the calculations? In sequence: -2001.1147; -2338.1851 a.u..